[1]
50
Properties=species:S:1:pos:R:3:forces:R:3:nbo_charge:R:1 method="wB97M-V/def2-TZVPD" total_charge=0 total_energy_ev=-39529.570 smiles=CN[C@H](C)CS.O.O.O.O.O.O.O.O.O.O.O
C -2.402539 -2.939318 0.049238 0.9 0.9 -1.9 -0.4438
N -1.340973 -1.988078 0.496365 -1.7 0.4 1.0 -0.6820
C -1.379381 -1.882079 2.004554 -0.2 -0.3 -1.1 -0.0654
C -2.558781 -1.098958 2.664996 -0.7 -0.8 -1.2 -0.6391
C -0.075088 -1.121754 2.345406 -1.6 1.8 0.7 -0.5275
S 0.288397 -1.257494 4.158764 -0.3 0.9 0.0 -0.0730
H -2.670707 -2.660540 -1.015414 -0.7 0.3 1.3 0.1921
H -1.933970 -3.890902 -0.259058 -0.5 -0.4 1.4 0.1960
H -3.262714 -2.913673 0.784110 1.0 -0.5 -1.2 0.2119
H -0.421492 -2.272308 0.155890 -0.4 -0.3 0.5 0.3810
H -1.589977 -2.954465 2.374961 1.4 1.3 0.0 0.1821
H -2.414930 -0.027935 2.669913 0.5 0.3 0.5 0.2131
H -3.525873 -1.147336 2.112418 0.6 -0.6 0.2 0.2135
H -2.693697 -1.575975 3.650481 -0.1 0.8 -0.3 0.2247
H 0.654609 -1.313111 1.553401 0.7 -0.5 1.0 0.2247
H -0.246862 0.024703 2.249555 0.0 -2.0 -0.2 0.2347
H -0.565937 -0.208236 4.617153 1.1 -1.3 -0.9 0.1479
O 1.279013 -1.955038 -3.682313 -1.9 2.2 -1.0 -0.9900
H 1.177956 -1.086031 -3.199583 0.5 -1.3 0.0 0.4900
H 0.603177 -1.670731 -4.390914 1.5 -1.1 1.2 0.4890
O 1.169228 -0.260406 -1.284956 -0.7 -0.5 0.5 -0.9553
H 0.403423 -0.134204 -0.688542 0.3 0.1 -0.5 0.4825
H 1.451747 -1.165071 -1.045576 -0.1 0.7 -0.2 0.4741
O 2.870868 2.178415 -0.398066 -0.2 -0.8 -1.2 -0.9686
H 2.727228 1.339653 -0.896421 -0.3 0.9 0.0 0.5012
H 3.492161 1.854593 0.245756 0.5 0.5 0.5 0.4675
O 1.506860 -3.402845 -0.216961 0.7 -0.1 -2.4 -0.9357
H 2.277152 -2.847401 -0.400255 0.3 0.3 0.9 0.4586
H 1.523401 -3.758358 -1.154452 -0.9 -0.1 1.3 0.4896
O -0.570125 0.073992 -4.421142 0.7 -0.7 0.0 -0.9776
H -1.517537 0.032175 -4.334680 -0.6 0.5 -0.1 0.4920
H -0.268211 0.974067 -4.534627 -0.3 0.3 0.0 0.4900
O 3.431978 -0.411737 0.191446 0.4 -0.2 -0.2 -0.9610
H 3.486827 -1.232648 0.670378 0.2 -0.3 0.5 0.4685
H 3.064953 0.232233 0.802098 -0.4 -0.1 0.4 0.4907
O 1.167342 4.518881 0.035884 2.2 0.2 -1.0 -0.9797
H 1.034025 4.294962 -0.891898 -1.4 -0.2 -0.2 0.4938
H 2.125469 4.313837 -0.072901 -0.4 0.2 1.3 0.4931
O -3.177082 0.413652 -2.694677 0.2 0.7 -1.2 -0.9736
H -2.378260 0.033352 -2.334013 -0.2 -0.4 0.7 0.4870
H -3.960810 0.230871 -2.183865 0.1 -0.4 0.5 0.4874
O -0.572267 3.515420 -1.839404 -0.7 0.2 -0.2 -0.9432
H -1.094806 4.314270 -1.724235 0.3 0.6 -0.2 0.4693
H -1.254178 2.898288 -1.563477 0.2 -0.8 0.1 0.4799
O -0.466477 3.139063 1.601321 0.0 0.4 0.1 -0.9715
H 0.183556 2.508858 1.274176 -0.3 -0.1 -0.3 0.4614
H -0.183705 3.965799 1.148871 -0.1 -0.8 0.3 0.5020
O 2.275711 1.886711 2.170076 0.9 -1.0 0.8 -0.9846
H 2.600196 1.759988 3.085448 -0.6 0.4 -0.7 0.4866
H 1.731102 2.672849 2.114771 0.0 0.4 0.4 0.4959



[2]
53
Properties=species:S:1:pos:R:3:forces:R:3:nbo_charge:R:1 method="wB97M-V/def2-TZVPD" total_charge=0 total_energy_ev=-54461.259
N 0.290059 -2.489784 -2.674926 -0.7 0.5 -0.1 -0.9022
C -1.075353 -2.099729 -2.228488 2.9 -1.1 1.6 -0.1844
C -1.213234 -2.612056 -0.707927 -1.1 0.3 -2.2 0.4364
O -2.293567 -2.694935 -0.195113 0.3 -0.2 0.5 -0.5235
C -1.098810 -0.579573 -2.197432 -2.5 0.9 -1.3 -0.4773
S -2.994444 -0.122221 -2.393761 1.5 -1.1 0.1 0.0512
S -2.976204 1.836950 -2.145664 0.4 1.4 -0.1 0.0837
C -3.100510 2.157614 -0.348946 -1.8 1.0 -1.3 -0.7510
H 0.398719 -3.239255 -3.322241 0.1 -0.3 0.0 0.3879
H 1.124951 -2.113005 -2.236795 -0.5 -0.3 -0.1 0.3845
H -1.793133 -2.640286 -2.889656 0.3 0.8 0.6 0.2325
H -0.257621 -2.913645 -0.241328 0.0 0.1 0.2 0.1340
H -0.872544 -0.064510 -1.265009 0.5 -0.4 0.1 0.2325
H -0.520769 -0.149779 -3.053212 -0.7 -0.3 0.7 0.2166
H -2.846092 3.208093 -0.161031 0.5 -0.4 0.0 0.2296
H -4.161058 2.084084 -0.153852 -0.3 -0.1 0.4 0.2203
H -2.630895 1.422987 0.221986 1.2 -1.0 0.9 0.2238
H 4.289387 0.040515 -0.741990 0.4 0.6 -0.3 0.4726
H 3.780914 -0.909134 0.285742 -0.4 1.0 -1.1 0.4875
O 3.461091 -0.373901 -0.521314 -0.1 -1.2 0.9 -1.0153
H 2.142778 3.735822 0.083252 -0.8 -0.6 -0.1 0.5109
H 1.287597 3.352352 1.415204 -0.1 0.2 -1.2 0.4907
O 2.101698 3.724274 1.043722 0.8 0.6 1.2 -1.0137
H -0.987244 -2.178851 3.003528 0.5 0.5 -0.8 0.4850
H -0.412592 -1.290788 1.794605 0.0 0.0 0.2 0.5232
O -0.192823 -1.942690 2.479342 -1.2 -0.1 1.2 -0.9804
H 3.689187 -1.060673 2.172446 -0.1 0.4 0.9 0.5029
H 4.488382 -2.178737 1.557680 0.4 0.3 0.3 0.4726
O 4.525270 -1.217537 1.717538 0.0 -1.3 -0.6 -0.9324
H 1.854128 -0.909505 3.928947 -0.3 -0.8 0.1 0.4915
H 2.438412 0.465414 3.761398 0.4 0.3 -0.6 0.5280
O 2.515412 -0.447531 3.419596 -0.1 0.1 0.5 -0.9849
H -4.492695 -1.219013 1.234053 1.3 1.5 0.2 0.4744
H -3.682238 -1.499702 2.358908 0.7 0.2 0.6 0.4586
O -3.755298 -0.758152 1.749178 -2.0 -1.6 -0.8 -0.9307
H 1.434022 2.633731 3.184310 0.6 -0.3 0.2 0.4884
H 2.808212 2.674097 2.495159 -0.3 -0.2 0.1 0.5198
O 2.285094 2.157838 3.139108 -0.2 0.5 0.5 -1.0034
H 1.893672 2.283165 -2.004844 -0.2 -0.6 0.5 0.5007
H 1.609113 3.679047 -2.198889 -0.3 0.7 0.1 0.4646
O 1.492993 3.021037 -1.507890 0.4 0.1 -0.8 -0.9716
H 2.961349 0.266046 -2.786134 -0.3 0.4 0.1 0.4930
H 1.586037 0.381629 -3.395286 -0.5 -0.2 -0.2 0.4818
O 2.303123 0.923096 -3.074125 0.8 -0.4 0.0 -0.9528
H -0.278621 1.727403 2.373144 0.9 -0.4 0.1 0.4897
H -1.296795 2.628377 1.959965 0.1 0.9 0.2 0.4836
O -0.469025 2.667702 2.468597 -0.8 -0.6 -0.5 -0.9641
H 1.563783 -0.191763 1.977834 -0.6 0.2 0.5 0.4937
H 1.605778 0.033378 0.531280 -1.1 0.4 0.2 0.5012
O 0.931050 0.029869 1.262387 1.4 -0.2 -1.3 -1.0241
H 0.600907 -3.352429 2.224990 0.6 -0.5 -0.3 0.4896
H 1.909287 -3.302882 1.515098 0.2 -0.1 -0.1 0.4436
O 1.327893 -3.949539 1.922605 -0.2 0.1 0.1 -0.9686



[3]
54
Properties=species:S:1:pos:R:3:forces:R:3:nbo_charge:R:1 method="wB97M-V/def2-TZVPD" total_charge=-2 total_energy_ev=-47720.453
O 0.964430 -1.406062 0.277545 0.5 1.0 -0.2 -0.9438
C 1.345773 -0.156833 0.630285 0.0 -0.2 0.4 0.4155
C 0.045408 0.812123 0.585374 3.6 2.8 0.5 -0.1074
C 0.156724 1.913838 1.696905 2.0 -0.4 0.0 -0.5192
S 0.037641 1.195407 3.462757 -1.5 1.6 -0.6 -0.1694
N -0.028621 1.530207 -0.761348 -0.5 -2.7 0.3 -0.7123
C 0.786884 2.704919 -1.122347 -1.8 1.9 -1.5 0.1038
O 0.064935 3.838971 -0.748491 0.9 -0.6 0.0 -0.9579
H 2.262524 0.222528 0.068011 -1.3 0.0 0.0 0.1106
H -0.783261 0.205007 0.837196 -1.1 -0.6 -0.5 0.2012
H -0.490547 2.769724 1.450724 -0.3 -0.6 0.7 0.2631
H 1.182879 2.395615 1.597165 -1.1 -0.6 0.2 0.2257
H -1.017981 1.800488 -0.887158 1.0 0.0 0.0 0.3679
H 0.893181 2.752272 -2.303706 -0.2 -0.6 1.9 0.1099
H 1.844360 2.700938 -0.765282 -0.7 -0.6 0.2 0.1316
H 1.509334 -2.487143 -3.971581 3.7 -3.5 1.5 0.4521
H 0.606380 -1.556011 -3.507869 -0.8 0.6 0.0 0.4903
O 0.925684 -1.932189 -4.345052 -2.8 2.8 -1.7 -0.9792
H 1.409544 -2.386181 1.496034 0.7 0.0 0.1 0.4987
H 2.703503 -2.154829 2.162620 1.8 2.2 0.4 0.4724
O 2.075407 -2.814492 2.105731 -2.4 -3.2 -0.1 -1.0238
H 2.998107 -3.323537 -0.204693 0.3 -0.3 -0.5 0.4610
H 2.166376 -2.182687 -0.579771 1.0 -1.1 -1.5 0.5037
O 2.844173 -2.856384 -1.046539 -1.4 1.3 2.0 -1.0220
H -0.720434 -1.814937 0.152833 0.0 -0.5 0.8 0.4952
H -0.809595 -3.040111 0.941727 2.0 -2.3 1.8 0.4644
O -1.368442 -2.470424 0.517896 -2.1 2.6 -2.1 -0.9839
H -4.123183 -0.332271 -2.530482 0.6 0.4 0.2 0.4715
H -4.068357 -1.799436 -2.961232 0.5 -0.1 0.4 0.4963
O -4.663585 -1.067575 -2.781825 -1.1 -0.3 -0.4 -0.9729
H 2.309079 1.290021 -3.413011 2.8 0.7 2.1 0.4753
H 2.868377 0.972414 -2.019631 -0.2 -0.5 0.9 0.4682
O 3.126743 1.485573 -2.772121 -2.4 -0.4 -3.1 -0.9426
H 2.763245 0.219001 2.078552 3.8 2.8 -0.3 0.4575
H 1.078353 0.382541 3.420247 0.1 -0.1 -0.2 0.1715
O 2.008484 -0.254076 2.047640 -4.1 -2.4 -1.6 -0.8223
H -2.333623 -2.695587 -1.092189 1.4 0.8 5.6 0.4844
H -1.593198 -2.551882 -2.495279 -1.9 -0.3 1.9 0.5024
O -2.426144 -2.799309 -1.961077 0.2 -0.7 -8.0 -0.9969
H 2.722069 4.259327 -0.095819 -1.5 1.3 1.2 0.4329
H 1.120205 4.456533 -0.001472 0.3 0.2 0.0 0.4976
O 2.031138 4.774038 0.430523 1.6 -0.9 -0.8 -1.0484
H -0.525956 -4.002426 2.701506 -0.4 -1.1 -0.6 0.4457
H 0.164035 -2.935256 3.377859 -2.2 -0.9 0.7 0.4941
O -0.723992 -3.468392 3.458636 2.8 1.8 0.1 -0.9441
H -0.094798 -1.318950 -1.331211 1.2 -1.9 4.0 0.4769
H 0.038773 -0.030503 -1.995670 -0.2 0.5 0.3 0.5099
O -0.221131 -0.957567 -2.140139 -0.9 1.7 -4.5 -0.9953
H -2.722491 -1.132110 1.138207 -1.6 -0.7 -0.5 0.5058
H -4.137682 -1.524290 0.430783 0.2 -0.7 -1.3 0.4710
O -3.714653 -1.099991 1.150739 1.1 1.4 1.8 -0.9847
H -2.615204 3.230318 -0.911763 1.3 -2.8 -1.2 0.4589
H -2.231959 4.480225 -0.311813 -0.3 -0.2 -0.2 0.4945
O -3.020885 3.983998 -0.604693 -1.0 3.0 1.4 -0.9555



These records have relative energy (zero: lowest compared OMol25 entry of this formula, charge and spin) values of 83.5 78.6 156.2 kcal/mol, in the order they appear.
These records have molecular weight values of 303.4 367.4 367.4 g mol⁻¹, in the order they appear.